A structure of composition C29H25Cl2N7O2Os. Source: OMol25; level of theory: ωB97M-V/def2-TZVPD.

Output
- net charge = +2
- highest occupied orbital energy (spin up / spin down) (eV) = -13.5441 / -13.5493
- E_tot (eV) = -72505.89560
- LUMO energy (spin up / spin down) (hartree) = -0.2927 / -0.2944
- energy relative to the best compared isomer or geometry (same formula, charge and spin) (kcal/mol) = 0.00

Each line ends with the natural charge from an NBO analysis.
Element x y z (Å)
Os  -0.256  -0.108  -0.171  1.08
Cl  6.140  1.133  1.775  0.11
C  4.769  0.573  0.924  -0.02
C  3.524  0.963  1.339  -0.24
C  2.392  0.501  0.647  0.13
N  1.083  0.741  0.981  -0.50
C  0.654  1.414  2.133  0.65
O  1.338  1.987  2.935  -0.50
C  -0.851  1.358  2.271  0.07
C  -1.453  1.938  3.371  -0.18
C  -2.833  1.866  3.497  -0.12
C  -3.562  1.217  2.512  -0.21
C  -2.894  0.664  1.433  0.06
N  -1.562  0.729  1.302  -0.47
C  2.553  -0.371  -0.477  0.22
C  3.841  -0.754  -0.888  -0.26
C  4.929  -0.288  -0.201  -0.04
Cl  6.493  -0.754  -0.707  0.11
N  1.368  -0.808  -1.015  -0.52
C  1.231  -1.865  -1.931  0.64
O  2.119  -2.517  -2.408  -0.50
C  -0.219  -2.111  -2.270  0.08
C  -0.538  -3.042  -3.239  -0.18
C  -1.870  -3.210  -3.591  -0.12
C  -2.832  -2.438  -2.959  -0.21
C  -2.440  -1.539  -1.983  0.07
N  -1.159  -1.371  -1.634  -0.45
H  3.420  1.615  2.190  0.28
H  -0.827  2.427  4.105  0.28
H  -3.331  2.308  4.349  0.26
H  -4.639  1.138  2.569  0.26
H  -3.429  0.159  0.641  0.22
H  3.978  -1.410  -1.732  0.28
H  0.261  -3.602  -3.704  0.27
H  -2.150  -3.927  -4.351  0.26
H  -3.879  -2.529  -3.210  0.26
H  -3.162  -0.921  -1.467  0.21
N  -0.360  -1.911  1.044  -0.77
C  0.786  -2.117  1.932  0.19
C  1.910  -2.766  1.454  -0.27
C  3.023  -2.886  2.278  -0.17
C  3.004  -2.358  3.559  -0.20
C  1.860  -1.727  4.033  -0.16
C  0.743  -1.607  3.220  -0.29
H  -1.207  -1.890  1.608  0.41
H  -0.454  -2.727  0.440  0.41
H  1.929  -3.188  0.455  0.22
H  3.903  -3.399  1.912  0.24
H  3.872  -2.453  4.197  0.24
H  1.833  -1.336  5.041  0.24
H  -0.157  -1.133  3.596  0.22
C  -1.297  5.138  -1.320  -0.66
C  -0.937  3.742  -1.684  0.26
C  -0.596  3.173  -2.896  -0.32
C  -0.348  1.826  -2.651  0.25
N  -0.533  1.561  -1.338  -0.30
N  -0.889  2.753  -0.781  -0.33
C  0.083  0.815  -3.652  -0.65
H  -1.282  5.767  -2.206  0.26
H  -0.588  5.547  -0.599  0.25
H  -2.296  5.185  -0.885  0.25
H  -0.524  3.676  -3.845  0.26
H  -1.080  2.817  0.204  0.42
H  0.291  1.313  -4.596  0.26
H  -0.692  0.070  -3.832  0.23
H  0.995  0.309  -3.334  0.23

A cluster of 2 separate species, C27H36BrF4N3O6 in total. Source: OMol25; level of theory: ωB97M-V/def2-TZVPD.

Output
- highest occupied orbital energy (eV) = -7.9932
- E_tot (eV) = -126252.42400
- LUMO energy (hartree) = 0.0032

Each line ends with the Löwdin charge.
Element x y z (Å)
C  3.302  0.853  3.434  -0.04
C  2.345  -0.307  3.500  -0.27
C  1.927  -0.846  4.704  -0.03
C  1.067  -1.946  4.697  -0.01
C  0.611  -2.535  3.525  -0.11
C  -0.291  -3.755  3.571  -0.35
C  -0.461  -4.340  4.970  -0.09
C  -1.698  -3.516  2.976  -0.04
C  1.023  -1.967  2.305  -0.17
O  0.522  -2.562  1.150  -0.01
C  1.036  -2.078  -0.054  -0.10
N  0.550  -0.731  -0.390  0.10
C  1.318  0.318  -0.913  -0.12
C  2.774  0.136  -1.211  -0.10
C  3.291  0.877  -2.447  -0.09
C  2.938  0.201  -3.769  -0.53
N  1.709  -0.427  -3.963  0.17
O  3.755  0.239  -4.659  0.07
C  0.475  1.382  -1.010  -0.11
C  0.718  2.788  -1.443  -0.03
C  0.192  3.095  -2.857  -0.26
O  0.908  2.426  -3.867  0.02
C  0.277  4.596  -3.104  -0.58
F  -0.046  4.911  -4.356  0.18
F  1.514  5.070  -2.844  0.14
F  -0.571  5.265  -2.297  0.14
N  -0.767  0.972  -0.569  0.05
C  -1.963  1.805  -0.479  -0.14
C  -2.544  2.005  0.922  -0.69
C  -3.215  3.375  0.990  -0.13
Br  -1.220  1.808  2.352  0.74
C  -0.701  -0.306  -0.217  -0.19
C  -1.873  -1.080  0.289  0.04
C  -2.110  -2.319  -0.551  -0.46
O  -2.776  -3.222  -0.226  0.20
F  -1.508  -2.321  -1.739  0.14
C  1.885  -0.883  2.312  0.02
H  4.158  0.562  2.822  0.08
H  2.868  1.734  2.959  0.08
H  3.653  1.133  4.423  0.08
H  2.288  -0.402  5.621  0.11
H  0.771  -2.318  5.665  0.10
H  0.165  -4.542  2.964  0.14
H  0.487  -4.559  5.462  0.08
H  -0.984  -3.638  5.624  0.08
H  -1.055  -5.250  4.934  0.08
H  -1.641  -3.631  1.899  0.05
H  -2.358  -4.289  3.359  0.08
H  -2.089  -2.523  3.197  0.09
H  2.120  -2.063  -0.030  0.14
H  0.719  -2.751  -0.846  0.15
H  3.399  0.352  -0.342  0.12
H  2.932  -0.923  -1.414  0.12
H  4.377  0.874  -2.403  0.12
H  2.998  1.919  -2.501  0.10
H  1.036  -0.119  -3.266  0.06
H  1.331  -0.088  -4.842  0.11
H  1.740  3.120  -1.305  0.13
H  0.115  3.412  -0.777  0.13
H  -0.873  2.855  -2.927  0.14
H  1.514  3.044  -4.290  0.11
H  -2.676  1.289  -1.103  0.10
H  -1.765  2.744  -0.976  0.12
H  -3.328  1.290  1.144  0.08
H  -2.517  4.173  0.755  0.08
H  -4.050  3.343  0.288  0.10
H  -3.649  3.490  1.981  0.07
H  -1.678  -1.406  1.306  0.11
H  -2.788  -0.506  0.206  0.13
H  2.244  -0.441  1.394  0.09
C  -2.949  -0.961  -4.300  -0.03
C  -2.699  0.326  -3.504  -0.74
O  -3.649  0.768  -2.808  -0.08
O  -1.550  0.831  -3.602  -0.06
H  -3.964  -1.327  -4.150  0.07
H  -2.799  -0.770  -5.363  0.07
H  -2.247  -1.733  -3.986  0.05

A cluster of 40 separate species, H80O40 in total. Source: OMol25; level of theory: ωB97M-V/def2-TZVPD.

Output
- highest occupied orbital energy (eV) = -9.9640
- E_tot (eV) = -83196.22181
- LUMO energy (hartree) = -0.0274
- energy relative to the best compared isomer or geometry (same formula, charge and spin) (kcal/mol) = 221.23

Each line ends with the Löwdin charge.
Element x y z (Å)
H  -2.367  -1.929  -0.327  0.04
H  -2.993  -0.889  0.589  0.00
O  -3.244  -1.449  -0.212  -0.10
H  0.684  -6.253  -2.591  0.06
H  1.200  -4.833  -2.048  -0.03
O  0.493  -5.310  -2.428  -0.04
H  -1.588  5.851  0.775  0.03
H  -2.314  4.580  1.353  -0.04
O  -2.443  5.446  1.026  -0.05
H  4.642  -1.923  -4.111  -0.02
H  3.239  -2.236  -5.008  -0.01
O  4.151  -2.252  -4.854  -0.03
H  -1.502  2.338  5.479  0.01
H  -0.649  3.570  5.193  0.05
O  -0.966  2.749  4.830  -0.01
H  -1.585  -2.131  1.899  0.00
O  -2.180  -2.717  2.385  -0.06
H  3.544  2.930  -1.250  0.05
O  4.198  2.208  -1.013  -0.06
H  0.990  3.243  -1.337  0.00
H  -0.475  3.470  -0.758  0.00
O  0.407  3.758  -0.817  -0.01
H  0.078  -0.859  4.691  0.03
H  0.379  -2.044  5.792  0.05
O  0.125  -1.138  5.602  -0.04
H  2.684  1.036  -0.654  0.04
H  1.205  1.467  -0.098  0.02
O  2.125  1.232  0.140  -0.08
H  -4.277  -0.752  -4.858  0.05
H  -3.426  -0.086  -3.848  -0.03
O  -4.215  -0.646  -3.876  -0.08
H  -4.002  3.946  -0.308  0.02
O  -4.664  3.587  0.329  -0.07
H  4.109  2.558  3.026  -0.02
H  5.231  1.992  3.869  0.04
O  4.931  2.034  2.951  -0.09
H  2.566  3.269  1.852  0.03
H  1.630  3.283  2.745  0.07
O  2.492  2.818  2.696  -0.06
H  0.919  -1.130  -4.548  0.08
H  1.786  -0.232  -3.618  0.01
O  1.310  -1.034  -3.634  -0.03
H  0.935  -2.522  3.923  0.00
H  -0.595  -3.124  3.600  0.05
O  0.303  -2.860  3.307  -0.07
H  4.425  -0.993  -1.588  0.03
H  5.697  -1.217  -2.503  0.07
O  4.763  -1.319  -2.390  0.00
H  -4.960  -3.481  -1.386  0.01
H  -4.132  -2.809  -0.263  0.01
O  -4.749  -3.600  -0.479  -0.11
H  -5.775  -0.818  1.200  0.05
O  -5.728  -0.308  1.991  0.00
H  -1.324  4.405  -4.261  0.07
H  -2.439  3.821  -3.448  -0.02
O  -1.684  3.546  -3.925  -0.07
H  4.499  -2.680  2.680  0.06
O  4.287  -2.736  3.675  -0.11
H  2.261  3.259  -4.093  0.05
H  3.070  3.493  -2.780  0.03
O  2.421  2.933  -3.219  -0.02
H  -0.087  -0.964  0.192  0.05
H  -0.031  0.179  1.463  0.02
O  -0.548  -0.451  1.013  -0.11
H  -2.874  -2.858  -3.312  0.09
H  -1.917  -3.690  -2.445  0.02
O  -2.622  -3.065  -2.355  -0.05
H  0.104  -0.827  -1.939  0.11
H  -1.111  -1.130  -1.500  0.04
O  -0.241  -1.413  -1.173  -0.06
H  1.804  -3.236  0.372  0.04
H  0.520  -3.271  -0.428  0.06
O  1.454  -3.591  -0.432  -0.06
H  -1.954  0.995  -2.457  0.02
H  -1.946  1.458  -3.962  0.03
O  -1.855  0.689  -3.369  -0.06
H  -4.070  -0.397  2.150  0.03
H  -2.461  -0.098  2.433  0.03
O  -3.228  0.050  1.871  -0.08
H  -1.163  0.451  -0.499  0.04
H  -1.555  1.707  -0.075  0.04
O  -0.990  1.391  -0.794  -0.07
H  -2.591  0.210  5.819  0.05
H  -3.124  -0.711  4.762  0.03
O  -3.061  0.219  4.961  -0.05
H  -1.722  2.865  2.622  0.02
H  -1.455  1.893  1.661  0.04
O  -1.606  2.868  1.691  -0.03
H  0.339  1.539  -6.636  0.07
O  0.376  0.787  -5.979  -0.10
H  1.266  5.782  0.318  0.02
H  0.387  4.647  0.778  0.00
O  0.765  5.515  1.079  -0.08
H  -5.883  0.604  1.788  0.06
H  -2.423  -3.481  1.870  0.00
H  4.293  -1.835  3.980  0.00
H  4.336  2.356  -0.080  0.04
H  -5.418  4.123  0.568  0.03
H  -0.565  0.424  -5.947  0.07
O  -2.578  5.056  -2.134  -0.05
H  -1.975  5.555  -1.530  0.07
H  -3.252  5.711  -2.274  0.06
O  -0.059  -5.630  0.886  -0.09
H  0.155  -5.029  1.610  0.03
H  0.432  -6.517  0.894  0.10
O  -2.370  -4.661  0.552  -0.11
H  -1.680  -4.704  -0.095  0.00
H  -3.366  -4.811  0.256  0.11
O  3.503  -1.203  1.809  -0.08
H  3.710  -0.371  1.288  0.07
H  2.547  -1.312  1.676  0.03
O  4.953  1.110  -4.614  -0.04
H  4.870  0.338  -4.064  -0.02
H  4.736  1.735  -3.910  0.01
O  2.192  0.664  6.319  -0.06
H  2.420  -0.228  6.073  0.01
H  1.308  0.858  5.988  0.01
O  3.892  -4.147  -1.225  -0.05
H  3.095  -3.639  -0.965  -0.01
H  4.266  -3.554  -1.850  -0.02

A structure of composition C58H40Cl2HfN5O9P2. Source: OMol25; level of theory: ωB97M-V/def2-TZVPD.

Output
- net charge = -1
- highest occupied orbital energy (eV) = -3.0042
- E_tot (eV) = -131613.75802
- LUMO energy (hartree) = 0.0654
- energy relative to the best compared isomer or geometry (same formula, charge and spin) (kcal/mol) = 200.97

Each line ends with the Löwdin charge.
Element x y z (Å)
Hf  0.150  -1.032  0.022  1.73
C  -1.480  -8.222  -2.620  -0.11
C  -0.713  -7.889  -1.510  -0.09
C  -0.464  -6.559  -1.205  -0.03
C  -0.983  -5.535  -1.997  -0.19
C  -1.738  -5.880  -3.116  -0.04
C  -1.989  -7.212  -3.425  -0.09
C  -0.712  -4.112  -1.645  -0.09
C  0.670  -3.709  -1.644  -0.25
C  1.734  -4.455  -2.112  -0.03
C  2.899  -3.711  -1.899  -0.04
C  2.529  -2.522  -1.297  -0.25
N  1.143  -2.484  -1.180  -0.05
C  3.395  -1.430  -0.853  -0.09
C  3.040  -0.109  -1.011  -0.28
C  4.048  0.894  -1.285  -0.01
C  3.414  1.970  -1.776  -0.01
C  1.980  1.731  -1.686  -0.20
C  1.069  2.716  -2.066  -0.11
C  1.488  4.002  -2.691  -0.19
C  1.080  4.319  -3.986  -0.03
C  1.407  5.540  -4.564  -0.09
C  2.155  6.470  -3.856  -0.11
C  2.571  6.170  -2.564  -0.09
C  2.235  4.952  -1.988  -0.05
C  -0.315  2.596  -1.708  -0.17
N  -1.105  0.561  -0.659  0.01
C  -2.404  0.914  -0.923  -0.21
C  -3.352  -0.160  -0.783  -0.11
C  -4.777  0.216  -0.571  -0.20
C  -5.724  0.151  -1.590  -0.04
C  -7.039  0.548  -1.371  -0.09
C  -7.426  1.024  -0.126  -0.11
C  -6.491  1.094  0.901  -0.09
C  -5.180  0.694  0.678  -0.02
C  -2.951  -1.469  -0.886  -0.24
C  -3.877  -2.579  -1.067  -0.01
C  -3.155  -3.670  -1.358  -0.01
C  -1.753  -3.297  -1.353  -0.25
N  -1.649  -1.932  -1.013  -0.01
C  -2.666  2.139  -1.512  -0.04
C  -1.572  2.851  -2.106  -0.02
N  1.760  0.422  -1.205  0.05
C  4.692  -1.685  -0.170  -0.16
C  5.593  -2.706  -0.488  -0.02
C  6.767  -2.885  0.228  -0.09
C  7.083  -2.056  1.298  -0.11
C  6.193  -1.052  1.649  -0.09
C  5.016  -0.880  0.934  -0.05
H  -1.672  -9.261  -2.859  0.09
H  -0.308  -8.670  -0.877  0.10
H  0.139  -6.294  -0.343  0.13
H  -2.119  -5.089  -3.751  0.12
H  -2.578  -7.461  -4.300  0.09
H  1.663  -5.426  -2.577  0.10
H  3.888  -4.004  -2.200  0.08
H  5.111  0.726  -1.224  0.12
H  3.862  2.865  -2.180  0.10
H  0.509  3.587  -4.547  0.12
H  1.083  5.761  -5.574  0.10
H  2.412  7.421  -4.306  0.09
H  3.151  6.891  -2.000  0.10
H  2.555  4.722  -0.978  0.11
H  -5.420  -0.215  -2.565  0.12
H  -7.761  0.492  -2.177  0.09
H  -8.449  1.336  0.043  0.09
H  -6.783  1.457  1.880  0.10
H  -4.445  0.743  1.476  0.12
H  -4.952  -2.492  -1.005  0.11
H  -3.528  -4.659  -1.572  0.11
H  -3.689  2.390  -1.752  0.11
H  -1.729  3.505  -2.956  0.12
H  5.391  -3.375  -1.306  0.08
H  7.440  -3.686  -0.053  0.10
H  7.998  -2.204  1.859  0.09
H  6.399  -0.411  2.499  0.10
H  4.298  -0.136  1.258  0.11
O  -2.485  -3.099  1.640  -0.09
P  -1.216  -2.425  2.311  0.24
O  -1.194  -2.650  3.763  -0.27
O  -1.100  -1.030  1.696  -0.37
O  0.031  -3.219  1.535  -0.30
P  1.611  -2.787  1.895  0.26
O  1.620  -2.632  3.480  -0.12
O  2.528  -3.809  1.409  -0.21
O  1.634  -1.328  1.404  -0.37
H  -2.732  -3.897  2.121  0.10
H  1.415  -3.465  3.921  0.09
Cl  2.928  4.508  3.639  0.69
C  2.168  2.948  3.895  -0.58
C  2.979  1.832  3.952  -0.11
C  2.403  0.586  4.109  -0.07
C  1.027  0.478  4.231  -0.10
C  0.232  1.610  4.193  -0.57
Cl  -1.485  1.394  4.393  0.76
C  0.773  2.888  3.998  -0.32
N  0.036  4.071  3.923  0.05
C  -1.189  4.230  3.200  -0.25
C  -2.326  4.666  3.863  -0.04
C  -3.505  4.889  3.170  -0.08
C  -3.542  4.699  1.793  -0.07
C  -2.395  4.299  1.124  -0.01
C  -1.218  4.052  1.820  -0.13
C  0.030  3.629  1.080  0.02
C  0.083  2.166  0.806  -0.27
O  -0.342  1.778  -0.526  -0.14
O  0.463  1.270  1.458  0.17
H  4.049  1.947  3.840  0.10
H  3.013  -0.304  4.111  0.11
H  0.556  -0.492  4.344  0.10
H  0.613  4.895  3.927  0.08
H  -2.269  4.804  4.936  0.11
H  -4.392  5.209  3.702  0.10
H  -4.460  4.853  1.240  0.10
H  -2.408  4.176  0.046  0.10
H  0.916  3.855  1.674  0.11
H  0.090  4.151  0.124  0.13

A cluster of 2 separate species, C4H16N3O in total. Source: OMol25; level of theory: ωB97M-V/def2-TZVPD.

Output
- <S²> = 0.755
- net charge = +2
- multiplicity = 2
- highest occupied orbital energy (spin up / spin down) (eV) = -17.2676 / -17.2672
- E_tot (eV) = -10905.29860
- LUMO energy (spin up / spin down) (hartree) = -0.2582 / -0.4836
- energy relative to the best compared isomer or geometry (same formula, charge and spin) (kcal/mol) = 36.88

Each line ends with the natural charge from an NBO analysis.
Element x y z (Å)
N  0.235  1.784  -0.305  -0.78
C  -0.032  0.601  0.827  -0.03
C  0.120  -0.688  0.042  -0.47
C  1.548  -1.001  -0.474  -0.24
N  2.194  0.302  -1.041  -0.83
C  -1.482  0.734  1.329  -0.34
N  -1.699  2.136  1.560  -0.29
H  0.118  2.750  0.024  0.42
H  1.222  1.366  -0.665  0.46
H  -0.601  1.858  -0.954  0.43
H  0.786  0.792  1.648  0.27
H  -0.551  -0.697  -0.842  0.25
H  -0.315  -1.505  0.662  0.27
H  1.418  -1.817  -1.235  0.26
H  2.143  -1.436  0.312  0.23
H  2.207  0.153  -1.979  0.40
H  3.174  0.378  -0.657  0.43
H  -2.313  0.282  0.735  0.29
H  -1.551  0.046  2.338  0.38
H  -1.197  2.435  2.358  0.42
H  -2.687  2.431  1.625  0.45
H  -0.396  -4.211  -1.564  0.50
H  -1.602  -3.401  -2.077  0.49
O  -0.741  -3.292  -1.668  -0.98